(1)
{"formula": "C7H8O", "method": "ωB97M-V with the def2-TZVPD basis set", "homo_energy_ev": -8.2, "lumo_energy_ha": 0.0300, "total_energy_ev": -9428.0620, "e_above_lowest_kcal_mol": 188.6, "gap_ev": 9.0, "symbols": ["O", "C", "C", "C", "C", "C", "C", "C", "H", "H", "H", "H", "H", "H", "H", "H"], "positions_angstrom": [[-0.3937, -0.7454, 2.4594], [-1.1009, -1.9655, 0.6132], [1.0912, 1.5575, -0.0082], [0.0337, 0.3335, 0.1872], [-1.3448, -1.5392, 1.9005], [0.0941, -1.4443, 0.0259], [0.4609, -0.1099, 1.7616], [0.3237, -0.6129, -1.1049], [-0.3296, -0.3671, -1.9918], [1.1303, 1.9019, -0.9996], [-1.8304, -2.2209, 2.5362], [-1.0854, 0.4663, 0.2219], [-1.4314, -2.9008, 0.3181], [1.2746, 2.3321, 0.6923], [1.3088, -0.4359, -1.3207], [1.9021, 0.8976, 0.0765]], "forces_ev_per_a": [[-1.4, -0.2, 0.1], [2.4, 2.2, 1.4], [-1.2, -2.9, 0.1], [-1.2, 1.7, 0.8], [0.6, -1.4, -2.0], [-0.3, 0.7, 0.6], [1.6, 0.2, -1.6], [-2.7, 0.1, 0.3], [0.2, -0.7, 1.1], [-0.5, 0.6, -1.4], [-0.9, 0.0, 1.2], [1.1, 0.7, -0.2], [-1.2, -1.4, -0.9], [-0.9, 0.5, 1.0], [2.4, 0.2, -0.7], [1.9, -0.4, 0.2]]}

(2)
{"formula": "C5H11NO", "method": "ωB97M-V with the def2-TZVPD basis set", "homo_energy_ev": -8.3, "smiles": "C=C(N)CCCO", "lumo_energy_ha": 0.0355, "total_energy_ev": -8900.0688, "e_above_lowest_kcal_mol": 37.6, "gap_ev": 9.3, "symbols": ["O", "N", "C", "C", "C", "C", "C", "H", "H", "H", "H", "H", "H", "H", "H", "H", "H", "H"], "positions_angstrom": [[0.6215, -1.9366, 1.4522], [-0.0912, 1.3891, -1.7233], [-0.8801, 0.6487, -0.8350], [-0.4063, 0.7364, 0.5907], [-2.0179, 0.0275, -1.1383], [1.0670, 0.3554, 0.8255], [1.3684, -1.1091, 0.5905], [-0.5770, 1.5875, -2.5924], [1.0790, -2.3056, 2.2026], [-2.5327, 0.1570, -2.0813], [0.9652, -1.2295, -0.4322], [1.2343, 0.5987, 1.8881], [2.4181, -1.4052, 0.6000], [-1.0221, 0.1256, 1.2561], [0.3002, 2.2860, -1.4565], [-2.3813, -0.6756, -0.4036], [-0.5343, 1.7385, 1.0004], [1.7655, 0.9477, 0.2251]], "forces_ev_per_a": [[-1.1, -0.4, -0.2], [-0.4, 0.4, -1.2], [0.0, 1.2, 0.8], [0.7, -0.8, 0.3], [0.3, -0.2, -0.1], [0.4, 0.4, 1.2], [-0.6, 0.2, -0.8], [0.1, -0.4, -0.1], [0.6, 0.2, 0.0], [0.1, -0.3, -0.1], [0.3, -0.8, 0.2], [0.3, 0.0, -0.2], [0.1, 0.4, 0.0], [0.0, -0.2, -0.3], [0.0, -0.4, 0.8], [-0.4, 0.2, -0.1], [-0.1, 0.3, -0.4], [-0.2, 0.1, 0.0]]}

(3)
{"formula": "C53H89ClF5IN3O19P2S", "method": "ωB97M-V with the def2-TZVPD basis set", "total_charge": 1, "homo_energy_ev": -8.8, "lumo_energy_ha": -0.1686, "total_energy_ev": -163388.9545, "gap_ev": 4.2, "symbols": ["I", "Cl", "S", "P", "P", "F", "F", "F", "F", "F", "O", "O", "O", "O", "O", "O", "O", "O", "O", "O", "O", "O", "O", "O", "O", "O", "O", "O", "O", "N", "N", "N", "C", "C", "C", "C", "C", "C", "C", "C", "C", "C", "C", "C", "C", "C", "C", "C", "C", "C", "C", "C", "C", "C", "C", "C", "C", "C", "C", "C", "C", "C", "C", "C", "C", "C", "C", "C", "C", "C", "C", "C", "C", "C", "C", "C", "C", "C", "C", "C", "C", "C", "C", "C", "C", "H", "H", "H", "H", "H", "H", "H", "H", "H", "H", "H", "H", "H", "H", "H", "H", "H", "H", "H", "H", "H", "H", "H", "H", "H", "H", "H", "H", "H", "H", "H", "H", "H", "H", "H", "H", "H", "H", "H", "H", "H", "H", "H", "H", "H", "H", "H", "H", "H", "H", "H", "H", "H", "H", "H", "H", "H", "H", "H", "H", "H", "H", "H", "H", "H", "H", "H", "H", "H", "H", "H", "H", "H", "H", "H", "H", "H", "H", "H", "H", "H", "H", "H", "H", "H", "H", "H", "H", "H"], "positions_angstrom": [[0.8189, 0.1264, -0.3107], [1.3245, 2.9320, -2.0314], [-2.1116, 6.2451, -2.5174], [-1.3260, 3.1137, -3.9029], [-1.4378, 4.8517, -1.3337], [-2.5629, -2.4925, -2.3143], [-0.6943, -1.5157, -2.5353], [1.0788, -6.0047, 1.3371], [1.6279, -5.2191, -0.6650], [2.3667, -4.2878, 1.1351], [-0.9533, -4.7858, 5.0840], [-3.3440, -7.9295, 6.2093], [1.9079, 0.4418, -6.5946], [4.2211, 2.2521, 0.3920], [5.3651, 10.4216, -1.3699], [-0.3317, 4.1217, -4.2968], [-0.8665, 1.7006, -4.4921], [-3.5731, -10.1133, 6.1846], [6.7625, 6.0636, -4.5178], [4.7647, 5.2343, -4.1318], [2.4356, 1.8440, -8.2089], [-4.4280, 4.2129, -0.8030], [5.4786, 12.6188, -1.3392], [-2.7470, -3.6080, 4.6136], [-2.6875, 3.4916, -4.6627], [-4.8831, 4.3775, -2.9618], [4.5425, -4.1377, 7.6760], [5.7202, 2.1010, 1.9908], [3.0195, -5.7128, 7.8768], [-2.4100, -0.3358, -1.4828], [-0.4871, 1.0734, -1.7267], [-2.4965, 2.1141, -1.4205], [-7.4881, 1.2601, 1.6820], [-9.5989, -0.3216, 1.2344], [-0.3969, -6.8254, 6.2812], [-3.8668, -0.5377, -1.1756], [-1.5454, 3.0821, -2.0577], [-1.9060, -2.0950, 0.8501], [1.2759, -4.9199, 0.5894], [2.8944, -1.4852, -5.4796], [6.3491, 3.3099, 4.0109], [-1.7267, -1.6134, -1.6751], [-3.1174, -8.9296, 4.0754], [0.8269, 3.5433, 0.7674], [-0.0392, -5.3814, 6.0231], [3.3639, 5.1304, -4.4186], [5.0131, 2.8145, 1.1065], [0.1249, -3.9297, 0.6533], [-2.5380, -12.0329, 5.1016], [3.0717, 3.9471, -5.3175], [-3.3796, -8.9430, 5.5621], [-3.8259, 2.3129, -2.0388], [-4.7972, -0.5933, -2.4093], [5.2364, 6.2698, -6.3176], [-4.3851, 3.7248, -1.9237], [2.4175, 0.7104, -7.8211], [-6.9476, -1.0947, -1.0874], [6.8216, 2.6305, 2.7431], [3.0306, -0.4081, -8.6267], [4.9001, -2.1299, 6.3478], [-0.3125, -3.2702, -0.4680], [-5.5628, -3.0506, -2.1052], [-7.9256, -0.0657, -1.7138], [5.4985, -3.4060, 6.9025], [1.6568, -0.8839, -6.1118], [-5.9843, -1.5747, -2.2150], [-3.8273, -11.3471, 5.5019], [-1.3346, -2.3372, -0.3859], [-8.4463, 0.9118, -0.6203], [-1.4777, -2.7583, 1.9874], [-2.6829, -4.5032, 6.8080], [-1.8660, 0.8606, -1.5371], [3.4546, -5.0354, 5.6554], [5.1549, 4.3172, 1.0839], [5.6448, 5.8778, -4.9187], [6.5312, 8.5599, -2.4266], [-0.2582, 2.4928, -1.3591], [5.5198, 11.6102, -1.9861], [5.8328, 11.6387, -3.4635], [5.1995, 9.1819, -2.0647], [-0.1667, 2.7614, 0.1580], [-0.4566, -3.6764, 1.8893], [-8.5054, 0.6110, 0.7408], [3.6703, -5.0131, 7.1496], [-2.1269, -4.2388, 5.4352], [-3.3264, -5.3825, 6.7645], [3.5553, 4.0478, -6.2892], [5.9346, -4.0353, 6.1252], [4.0976, -0.4567, -8.4119], [-3.6068, -9.7363, 3.5346], [-0.1079, -4.1685, 2.7968], [-4.5910, 1.7462, -1.4979], [6.3066, -3.1592, 7.5896], [-8.8227, 1.8937, -0.9455], [-0.4224, -7.3832, 5.3431], [2.8883, -0.1855, -9.6815], [3.1935, -6.0506, 5.3628], [-1.9213, -4.6449, 7.5708], [7.1994, 3.6528, 4.6006], [-2.5294, 4.3508, -5.0871], [5.5090, 5.4695, -7.0045], [-4.1472, 0.2097, -0.4198], [-2.7120, -1.3736, 0.9765], [-9.5743, -1.2672, 0.6620], [0.8771, -0.7808, -5.3559], [0.1855, -3.4822, -1.4140], [-6.3396, -0.5651, -0.3397], [-6.4298, -3.7084, -2.2602], [-0.9508, 2.3314, 0.7944], [4.1772, 6.4949, -6.4207], [2.8715, 4.9788, -3.4583], [7.4375, 3.2831, 2.1235], [7.0987, 9.1936, -3.1089], [-0.0626, 5.1405, -1.1687], [-1.9631, -11.4293, 4.3982], [-4.8703, -3.3002, -2.9232], [-1.9069, -12.1917, 5.9764], [-8.7825, -0.5946, -2.1641], [-2.0811, 4.8347, -0.0795], [2.6726, -2.4687, -5.0633], [-5.2444, 5.2271, -2.6630], [6.3856, 7.5894, -2.9004], [-3.5067, -7.9986, 3.6684], [-1.9512, -2.5459, 2.9539], [-3.9981, -1.4921, -0.6550], [-3.2725, -3.6400, 7.1101], [7.1430, 8.4269, -1.5332], [-6.5842, 1.5118, 1.1218], [-9.5074, -0.4925, 2.3168], [5.7118, 4.1679, 3.7941], [-5.2398, 0.3551, -2.7241], [6.1412, 4.6710, 1.3729], [4.0757, -2.3367, 5.6639], [1.7073, 3.0639, 1.2218], [4.4025, 4.7557, 1.7396], [5.4098, 12.5483, -3.8839], [0.7520, 4.6353, 0.7405], [6.9138, 11.6517, -3.5971], [-7.5088, -1.9153, -0.6298], [4.5486, 9.3070, -2.9326], [-7.8551, 2.1870, 2.1637], [5.6559, -1.5538, 5.8126], [2.5769, -1.3805, -8.4483], [4.9863, 4.6608, 0.0649], [5.7595, 2.6182, 4.6139], [-5.0972, -3.3095, -1.1440], [0.9427, -5.3284, 5.5596], [5.7767, 7.1739, -6.5900], [0.3334, -7.2879, 6.9464], [0.0195, -4.7948, 6.9405], [2.6331, -4.3667, 5.4074], [-2.0421, -8.9734, 3.9041], [-6.5602, -1.4918, -3.1528], [3.7033, -1.5915, -6.2028], [-4.4990, -11.1929, 4.6562], [4.4989, -1.5181, 7.1565], [-3.8392, 1.8856, -3.0546], [4.6697, 8.5265, -1.3728], [-7.2137, 0.5335, 2.4593], [4.3342, -4.7646, 5.0754], [-0.1845, 1.8308, -5.1730], [-4.1954, -0.9487, -3.2605], [-1.3823, -6.9161, 6.7315], [2.9759, 6.0680, -4.8190], [-7.4261, 0.5845, -2.4427], [3.2628, -0.8402, -4.6808], [-10.5882, 0.1172, 1.0604], [-2.7457, -12.9979, 4.6384], [1.9984, 3.8418, -5.4774], [1.2422, -1.5134, -6.9004], [3.4516, 3.0269, -4.8690], [5.4055, 10.8080, -4.0213], [7.4417, 1.7730, 2.9996], [-4.3651, -11.9718, 6.2135]], "forces_ev_per_a": [[0.4, -0.8, -0.3], [-0.3, 0.2, -0.3], [-0.1, -0.2, 0.4], [1.1, 1.7, -3.0], [-1.1, 1.8, -1.6], [-0.4, 0.9, -0.1], [-0.1, 0.7, 0.3], [-0.1, -0.2, -0.6], [-0.3, -0.6, 0.2], [-0.1, -0.3, -0.1], [0.3, 0.4, -0.4], [-0.2, -0.1, 0.1], [-0.4, 0.3, 0.2], [-0.1, -0.1, 0.1], [-0.3, 0.0, 0.3], [0.3, 0.2, 0.8], [-1.1, -0.4, 1.1], [-0.3, 0.1, 0.3], [-0.1, -0.1, 0.1], [0.0, 0.1, 0.5], [-0.2, 0.1, 0.2], [0.3, -0.7, -0.8], [-0.1, -0.1, 0.2], [0.2, 0.0, 0.0], [-0.1, -1.0, 1.0], [0.2, -1.4, -0.7], [0.2, -0.1, 0.3], [0.1, -0.4, -0.2], [0.0, 0.1, 0.1], [-1.4, 0.0, -0.2], [-0.5, -0.3, 2.9], [-0.4, -0.2, -1.9], [-1.3, 1.0, 0.1], [1.3, -0.9, 0.1], [-0.1, -0.1, 0.1], [-0.9, 0.3, 0.2], [1.8, -0.3, 1.6], [-0.6, 0.5, 0.0], [0.6, 1.7, 0.5], [0.1, 0.0, 0.0], [-0.2, 0.1, 0.0], [0.7, -2.1, 0.4], [-0.5, 0.0, -0.2], [-0.4, -0.2, -0.5], [0.1, -0.4, 0.2], [-0.2, -0.3, -0.3], [-0.1, 0.4, 0.1], [-0.1, -0.7, 0.3], [0.1, 0.1, 0.0], [0.1, 0.0, -0.2], [0.2, 0.0, -0.3], [-1.4, -1.0, -0.7], [-0.1, -0.7, -0.3], [-0.3, 0.5, 0.1], [-0.1, 1.8, 2.1], [0.4, -0.1, -0.2], [0.5, 0.7, -1.3], [0.1, 0.2, 0.3], [-0.4, -0.3, -0.2], [-0.2, 0.0, 0.0], [0.4, -0.3, -0.9], [0.0, 0.0, -0.4], [-2.1, -0.1, 1.6], [0.0, 0.2, -0.2], [0.2, -0.2, 0.1], [-0.3, -0.4, -0.1], [0.2, -0.2, -0.2], [0.4, 0.4, 0.0], [0.1, -0.3, 0.0], [-0.3, 0.3, 0.3], [0.2, 0.4, 0.3], [1.7, 1.1, 0.1], [0.6, -0.3, -0.3], [0.4, 0.1, -0.3], [0.1, -0.1, -0.5], [0.0, 0.1, 0.0], [-0.7, 1.4, -1.4], [0.3, 0.2, -0.3], [-0.5, -0.1, -0.2], [0.3, -0.1, -0.1], [-0.2, 0.0, 0.1], [0.3, -0.2, 0.5], [-0.2, 0.3, -0.7], [-0.3, 0.0, -0.2], [-0.4, -0.3, 0.3], [0.1, 0.0, 0.0], [-0.1, 0.0, 0.0], [-0.1, 0.0, 0.0], [0.0, 0.0, 0.0], [0.2, -0.1, 0.0], [-0.1, 0.0, -0.3], [0.3, 0.2, 0.0], [-0.1, -0.1, 0.1], [1.9, 0.5, 0.1], [0.1, 0.0, 0.0], [0.2, 0.2, 0.0], [-0.2, 0.0, 0.1], [0.0, -0.2, -0.1], [0.0, 0.0, 0.0], [-0.1, 0.1, 0.2], [0.0, 0.0, 0.0], [0.1, -0.1, -0.3], [0.2, 0.0, -0.1], [-0.2, 0.1, 0.4], [0.0, 0.2, -0.1], [-0.2, 0.1, 0.2], [-0.4, -0.3, 0.2], [0.1, 0.3, 0.3], [1.0, -1.4, -0.2], [0.0, -0.2, -0.1], [0.2, 0.1, 0.1], [-0.1, 0.0, 0.0], [-0.1, 0.0, -0.1], [-0.2, -0.9, 0.3], [-0.1, 0.0, -0.1], [0.0, 0.1, 0.4], [-0.1, -0.1, 0.0], [0.6, 0.0, -0.5], [0.3, -0.6, -0.1], [0.0, 0.0, 0.0], [0.2, 0.0, 0.3], [0.1, 0.1, 0.1], [0.2, 0.1, 0.1], [0.3, -0.3, -0.5], [0.5, 0.2, -0.2], [-0.1, -0.1, -0.2], [-0.1, 0.0, 0.0], [-0.2, 0.0, 0.1], [0.0, -0.3, -0.3], [0.1, 0.1, 0.0], [0.3, 0.0, 0.3], [-0.1, 0.0, 0.2], [0.1, 0.0, -0.1], [-1.1, 0.2, 1.6], [0.0, 0.0, 0.0], [0.2, 0.1, 0.1], [1.3, -0.2, -1.4], [0.0, 0.0, 0.0], [0.3, 0.1, 0.0], [0.1, 0.1, 0.0], [0.2, -0.3, 0.2], [0.0, 0.0, 0.0], [0.1, 0.0, 0.1], [-0.2, -0.1, 0.0], [0.1, 0.0, 0.0], [-0.1, 0.0, -0.2], [-0.3, 0.1, -0.2], [0.2, -0.1, 0.0], [0.1, 0.1, 0.0], [-0.1, 0.0, 0.0], [0.1, 0.1, 0.0], [0.0, 0.0, 0.0], [0.2, -0.1, 0.2], [-0.1, -0.1, 0.0], [0.1, 0.1, 0.0], [0.1, 0.0, 0.0], [0.1, 0.5, 0.1], [0.0, 0.2, 0.1], [-0.2, 0.2, -0.1], [-0.1, 0.2, 0.0], [0.0, 0.1, 0.1], [-0.2, 0.1, 0.2], [0.0, 0.0, 0.0], [0.1, 0.0, -0.1], [-0.2, -0.3, 0.0], [-0.1, 0.0, 0.0], [0.3, 0.1, -0.1], [0.0, 0.0, 0.0], [0.0, 0.1, 0.0], [0.1, 0.0, 0.0], [0.0, 0.0, 0.1], [0.2, -0.1, 0.0], [-0.1, -0.1, -0.1], [0.0, 0.2, 0.1]]}